--- 1 ---
{"formula": "C5H13N3", "method": "the ωB97M-V functional and the def2-TZVPD basis", "species": ["C", "C", "N", "N", "N", "H", "H", "H", "H", "H", "H", "H", "C", "C", "C", "H", "H", "H", "H", "H", "H"], "xyz": [[0.566, -1.570, 0.909], [1.284, 0.272, -0.526], [2.581, -0.148, -0.317], [0.982, 1.220, -1.365], [0.293, -0.371, 0.135], [-0.156, 2.102, -0.936], [3.255, 0.124, -1.012], [2.752, -1.057, 0.080], [1.777, 1.696, -1.773], [1.197, -1.388, 1.787], [1.069, -2.335, 0.310], [-0.386, -1.956, 1.267], [-1.975, -0.124, -0.814], [-1.025, 0.277, 0.290], [-1.449, 0.459, 1.562], [-0.918, 2.175, -0.431], [-2.959, 0.307, -0.645], [-2.089, -1.209, -0.864], [-1.572, 0.208, -1.770], [-0.743, 0.621, 2.364], [-2.483, 0.699, 1.751]], "mulliken_charge": [-1.30, 0.59, -0.47, -0.61, 0.28, 0.12, 0.23, 0.22, 0.15, 0.40, 0.43, 0.41, -1.07, -0.05, -0.93, 0.01, 0.45, 0.27, 0.30, 0.28, 0.28], "total_charge": 0, "orbital_gap_ev": 8.2, "mol_weight_da": 115.18, "lumo_energy_ev": 0.76}



--- 2 ---
{"formula": "C5H13N3", "method": "the ωB97M-V functional and the def2-TZVPD basis", "species": ["C", "C", "C", "C", "C", "H", "H", "H", "H", "H", "H", "H", "H", "H", "H", "H", "H", "H", "N", "N", "N"], "xyz": [[-1.656, -0.773, -0.597], [-0.224, -0.522, -0.994], [0.596, -0.078, -0.063], [0.057, 0.588, 1.237], [2.198, 0.235, -0.284], [-3.320, 0.213, -1.761], [-2.984, -1.864, -2.014], [-2.328, -0.156, 0.039], [-2.054, -1.678, -0.075], [-0.053, -0.775, -2.059], [0.936, 1.156, 1.426], [-0.570, 1.602, 1.142], [0.128, -0.068, 3.426], [-0.136, -1.698, 1.826], [2.772, -0.368, 0.364], [2.324, 0.173, -1.547], [1.547, 2.335, -0.535], [1.553, 1.718, 1.230], [-2.341, -0.916, -1.996], [-0.436, -0.470, 2.228], [2.257, 1.773, 0.161]], "mulliken_charge": [-0.49, -0.24, -0.13, -0.43, -0.46, 0.26, 0.29, 0.39, 0.27, 0.32, -0.19, 0.24, 0.29, 0.32, 0.34, 0.27, 0.30, 0.78, -0.71, -0.59, -0.84], "total_charge": 0, "orbital_gap_ev": 9.0, "mol_weight_da": 115.18, "lumo_energy_ev": 0.30}



--- 3 ---
{"formula": "C5H13N3", "method": "the ωB97M-V functional and the def2-TZVPD basis", "species": ["C", "C", "C", "C", "C", "N", "N", "N", "H", "H", "H", "H", "H", "H", "H", "H", "H", "H", "H", "H", "H"], "xyz": [[-1.027, 0.040, 0.158], [1.413, 0.072, 0.051], [-1.178, 1.505, 0.562], [2.538, -0.732, -0.538], [-1.060, -0.087, -1.472], [0.248, -0.602, 0.481], [1.028, -0.022, 1.548], [-2.082, -0.731, 0.727], [1.507, -0.787, 2.027], [1.394, 1.124, -0.230], [-1.984, -1.720, 0.529], [-2.247, -0.526, 1.707], [-0.865, 1.632, 1.597], [-2.221, 1.792, 0.450], [-0.571, 2.160, -0.058], [2.556, -0.612, -1.620], [2.427, -1.787, -0.292], [3.492, -0.386, -0.142], [-2.051, 0.268, -1.742], [-0.973, -1.136, -1.747], [-0.342, 0.536, -2.000]], "mulliken_charge": [1.06, 0.39, -1.57, -1.41, -1.51, -0.14, -0.65, -0.67, 0.26, 0.41, 0.24, 0.24, 0.42, 0.44, 0.32, 0.31, 0.36, 0.34, 0.44, 0.41, 0.32], "total_charge": 0, "orbital_gap_ev": 10.2, "smiles": "C[C@@H]1NN1C(C)(C)N", "mol_weight_da": 115.18, "lumo_energy_ev": 1.12}



Name the most stable of them. 3.



--- 1 ---
{"formula": "C3H2O2Yb", "method": "the ωB97M-V functional and the def2-TZVPD basis", "species": ["H", "C", "C", "Yb", "O", "H", "O", "C"], "xyz": [[0.057, 1.735, -1.898], [0.157, 1.052, -1.066], [0.229, 0.651, 0.134], [0.186, 1.557, 2.440], [0.205, -0.824, -2.403], [0.703, -0.778, -3.251], [0.410, -1.749, -0.444], [0.334, -1.828, -1.619]], "mulliken_charge": [0.44, 0.09, -0.88, 1.73, -0.22, 0.42, -0.19, 0.60], "total_charge": 2, "orbital_gap_ev": 7.5, "mol_weight_da": 243.09, "lumo_energy_ev": -10.19}



--- 2 ---
{"formula": "C3H2O2Yb", "method": "the ωB97M-V functional and the def2-TZVPD basis", "species": ["H", "C", "C", "Yb", "O", "H", "O", "C"], "xyz": [[-0.780, 0.499, -1.682], [-0.607, 0.231, -0.648], [-1.022, -0.115, 0.523], [-3.261, -0.363, 1.608], [1.317, 0.022, -0.609], [1.896, 0.569, -1.184], [0.769, -0.515, 1.378], [1.689, -0.329, 0.613]], "mulliken_charge": [0.42, 0.02, -0.53, 1.77, -0.22, 0.42, -0.29, 0.40], "total_charge": 2, "orbital_gap_ev": [8.1, 8.1], "mol_weight_da": 243.09, "lumo_energy_ev": [-9.79, -9.79]}



--- 3 ---
{"formula": "C3H2O2Yb", "method": "the ωB97M-V functional and the def2-TZVPD basis", "species": ["O", "C", "C", "O", "C", "Yb", "H", "H"], "xyz": [[-0.370, -0.661, -0.786], [-0.069, -0.399, 0.454], [0.367, 0.624, -1.245], [-0.398, -1.038, 1.432], [0.999, 0.651, 0.072], [-1.288, -1.045, 3.634], [-0.288, 1.476, -1.481], [1.047, 0.392, -2.079]], "mulliken_charge": [-0.20, 0.67, -0.08, -0.60, -0.11, 1.77, 0.28, 0.27], "total_charge": 2, "orbital_gap_ev": 6.6, "mol_weight_da": 243.09, "lumo_energy_ev": -10.53}



Name the most stable of them. 3.



--- 1 ---
{"formula": "C3H37NO16", "method": "the ωB97M-V functional and the def2-TZVPD basis", "species": ["C", "N", "C", "C", "O", "H", "H", "H", "H", "H", "H", "H", "H", "H", "O", "H", "H", "O", "H", "H", "O", "H", "H", "O", "H", "H", "O", "H", "H", "O", "H", "H", "O", "H", "H", "O", "H", "H", "O", "H", "H", "O", "H", "H", "O", "H", "H", "O", "H", "H", "O", "H", "H", "O", "H", "H", "O"], "xyz": [[-0.241, -1.433, -2.424], [0.523, -1.707, -1.215], [0.030, -0.858, -0.142], [1.035, -0.650, 0.968], [0.859, 0.227, 1.777], [0.166, -2.035, -3.235], [-1.328, -1.528, -2.378], [0.042, -0.439, -2.769], [0.411, -2.660, -0.897], [-0.853, -1.366, 0.280], [-0.232, 0.134, -0.501], [1.967, -1.231, 0.931], [-1.639, 2.049, -1.184], [-2.967, 1.676, -1.826], [-2.326, 1.362, -1.219], [0.749, -2.113, 3.843], [-0.463, -2.585, 2.990], [0.474, -2.331, 2.949], [-3.153, -3.091, 3.186], [-2.719, -1.727, 3.374], [-2.336, -2.579, 3.055], [0.577, 3.808, 1.070], [2.046, 3.324, 0.784], [1.310, 3.851, 0.445], [-3.112, 0.895, 4.192], [-2.291, 0.419, 3.016], [-2.986, 0.108, 3.642], [-2.038, 1.562, 0.674], [-1.576, 0.138, 0.722], [-2.024, 0.789, 1.245], [-0.147, 2.040, -3.140], [-0.417, 2.283, -4.563], [-0.670, 1.667, -3.870], [4.812, 0.874, -0.857], [5.040, 2.149, -0.291], [5.263, 1.248, -0.087], [0.816, -4.679, 0.515], [1.204, -3.747, 1.619], [1.023, -3.749, 0.669], [-2.433, 3.949, 0.814], [-1.619, 2.802, 1.343], [-1.716, 3.362, 0.544], [0.875, 1.714, -0.811], [1.234, 3.053, -1.574], [1.387, 2.101, -1.511], [-2.202, -3.982, -0.611], [-1.991, -3.608, 0.837], [-1.528, -3.948, 0.077], [2.175, -0.121, -4.637], [1.240, 1.059, -4.037], [1.891, 0.793, -4.702], [2.829, -2.006, -1.888], [2.562, -0.572, -2.169], [3.248, -1.231, -2.297], [0.410, 2.606, 3.106], [-0.682, 1.526, 3.258], [-0.511, 2.413, 2.913]], "mulliken_charge": [-0.58, 0.10, 0.18, -0.07, -0.41, 0.34, 0.26, -0.02, 0.24, 0.60, -0.60, 0.46, 0.16, 0.27, -0.61, 0.23, 0.38, -0.55, 0.31, 0.33, -0.64, 0.30, 0.31, -0.64, 0.33, 0.25, -0.73, 0.40, 0.35, -0.60, 0.31, 0.31, -0.62, 0.32, 0.30, -0.63, 0.23, 0.26, -0.56, 0.29, 0.32, -0.58, 0.27, 0.25, -0.67, 0.28, 0.27, -0.52, 0.31, 0.34, -0.70, 0.36, 0.29, -0.69, 0.29, 0.26, -0.63], "total_charge": 0, "orbital_gap_ev": 9.0, "mol_weight_da": 343.32, "lumo_energy_ev": 0.03}



--- 2 ---
{"formula": "C3H37NO16", "method": "the ωB97M-V functional and the def2-TZVPD basis", "species": ["C", "C", "C", "N", "O", "H", "H", "H", "H", "H", "H", "H", "H", "H", "O", "H", "H", "O", "H", "H", "O", "H", "H", "O", "H", "H", "O", "H", "H", "O", "H", "H", "O", "H", "H", "O", "H", "H", "O", "H", "H", "O", "H", "H", "O", "H", "H", "O", "H", "H", "O", "H", "H", "O", "H", "H", "O"], "xyz": [[-0.539, 1.058, -1.743], [-1.969, 1.303, -1.341], [-2.317, 1.090, 0.131], [-3.661, 0.998, 0.394], [-1.524, 1.270, 1.058], [-0.379, 1.543, -2.713], [0.204, 1.463, -1.060], [-0.267, 0.039, -2.013], [-2.737, 0.720, -1.856], [-2.383, 2.273, -1.652], [-4.255, 1.069, -0.414], [-3.938, 0.449, 1.190], [1.649, 0.121, -3.957], [3.114, 0.269, -3.457], [2.286, 0.736, -3.562], [-3.613, -2.453, -1.090], [-3.533, -1.293, -0.008], [-3.821, -1.554, -0.880], [2.376, 1.609, -1.608], [3.334, 1.544, -0.286], [2.490, 1.427, -0.670], [-0.032, 1.798, 2.580], [1.300, 1.814, 3.345], [0.490, 1.293, 3.211], [-1.701, 0.122, 3.548], [-2.610, 1.100, 2.730], [-2.516, 0.631, 3.567], [-1.935, -2.431, 2.752], [-2.873, -1.203, 2.344], [-2.356, -1.946, 2.037], [-0.338, -1.541, -2.138], [-1.637, -2.411, -2.494], [-0.975, -1.807, -2.803], [3.946, -1.236, -0.985], [3.381, -0.059, 0.116], [3.941, -0.760, -0.177], [-0.870, 3.957, 0.257], [-1.345, 5.060, 1.178], [-1.473, 4.707, 0.296], [4.030, -2.679, 1.047], [3.324, -2.183, 2.397], [4.123, -2.417, 1.951], [1.831, -3.369, -1.499], [1.452, -1.989, -0.861], [2.095, -2.450, -1.415], [-0.733, -1.815, 0.390], [-0.613, -0.347, 0.592], [-0.065, -1.123, 0.376], [0.846, -1.925, 3.089], [0.752, -2.614, 4.436], [0.627, -2.770, 3.502], [2.876, 1.968, 2.345], [2.415, 3.407, 1.987], [2.716, 2.845, 2.707], [0.313, -0.539, -5.441], [0.296, -1.466, -4.314], [0.806, -1.301, -5.119]], "mulliken_charge": [-0.67, -0.65, 0.56, -0.37, -0.71, 0.65, 0.10, -0.15, 0.42, 0.40, 0.24, 0.25, 0.29, 0.30, -0.63, 0.29, 0.34, -0.63, 0.27, 0.32, -0.61, 0.28, 0.34, -0.56, 0.33, 0.33, -0.69, 0.30, 0.32, -0.62, 0.21, 0.21, -0.64, 0.24, 0.30, -0.54, 0.28, 0.32, -0.62, 0.31, 0.29, -0.61, 0.26, 0.34, -0.60, 0.32, -0.08, -0.05, 0.28, 0.32, -0.63, 0.35, 0.31, -0.69, 0.35, 0.40, -0.70], "total_charge": 0, "orbital_gap_ev": 10.0, "mol_weight_da": 343.32, "lumo_energy_ev": -0.16}



Name the most stable of them. 2.